[1]
Below is a structure of composition C25H32N6O2SW, with properties calculated with ωB97M-V/def2-TZVPD.

Output
DFT total energy: -52102.2857 eV
Net charge: +4
Energy relative to the best compared isomer or geometry (same formula, charge and spin): 24.1 kJ/mol
LUMO energy: -0.526 hartree
Highest occupied orbital energy: -0.7386 hartree
Multiplicity: 1
Frontier orbital gap: 5.8 eV

XYZ file:
```
67
Properties=species:S:1:pos:R:3:mulliken_charge:R:1
W -0.032 -0.276 -0.037 0.08
C 2.920 -0.456 0.907 -1.13
N 2.159 -0.475 -0.402 -0.18
C 2.834 0.577 -1.291 -0.53
C 2.757 2.017 -0.846 -1.02
C 1.328 2.474 -0.704 -0.85
N 0.674 1.704 0.388 0.22
C 0.402 2.391 1.464 0.12
C -0.244 1.954 2.655 0.64
C -0.502 2.849 3.705 -1.02
C -1.086 2.383 4.867 -0.81
C -1.402 1.029 5.008 -0.66
C -1.146 0.114 3.992 -0.99
C -0.585 0.603 2.833 0.55
O -0.273 -0.196 1.780 0.56
C 2.465 -1.799 -1.096 -1.11
C 1.385 -2.267 -2.055 -0.33
C 0.763 -1.208 -2.928 -1.70
N -0.062 -0.249 -2.111 0.55
C -0.821 0.520 -2.923 -0.21
C -1.783 1.450 -2.571 1.10
C -2.449 2.217 -3.572 -1.10
C -3.429 3.099 -3.208 -0.88
C -3.777 3.227 -1.853 -0.52
C -3.160 2.484 -0.846 -0.92
C -2.165 1.608 -1.211 0.53
O -1.553 0.827 -0.309 0.48
H 3.967 -0.657 0.679 0.44
H 2.536 -1.220 1.573 0.34
H 2.834 0.520 1.372 0.36
H 2.413 0.484 -2.287 0.27
H 3.878 0.271 -1.349 0.54
H 3.250 2.610 -1.620 0.55
H 3.314 2.202 0.073 0.30
H 0.768 2.315 -1.627 0.15
H 1.269 3.536 -0.472 0.68
H 0.706 3.437 1.459 0.57
H -0.241 3.896 3.604 0.53
H -1.291 3.066 5.680 0.48
H -1.849 0.683 5.932 0.49
H -1.373 -0.937 4.104 0.54
H 2.612 -2.542 -0.321 0.50
H 3.413 -1.668 -1.618 0.57
H 0.590 -2.783 -1.507 0.21
H 1.823 -3.035 -2.693 0.65
H 0.080 -1.685 -3.632 0.77
H 1.494 -0.658 -3.522 0.49
H -0.647 0.391 -3.990 0.59
H -2.172 2.091 -4.612 0.53
H -3.943 3.692 -3.953 0.48
H -4.559 3.925 -1.577 0.49
H -3.460 2.588 0.188 0.60
N -1.827 -1.647 -0.156 -0.49
H -2.251 -1.585 -1.082 0.37
H -2.541 -1.313 0.495 0.31
H -1.669 -2.629 0.064 0.30
S 0.469 -2.708 1.328 -0.27
C 1.027 -4.322 0.885 0.14
N 1.022 -5.200 1.925 0.00
C 1.433 -6.476 1.790 0.02
C 1.875 -6.902 0.563 -0.92
C 1.873 -5.962 -0.459 0.03
N 1.461 -4.696 -0.293 -0.22
H 0.700 -4.883 2.835 0.30
H 1.392 -7.098 2.675 0.50
H 2.215 -7.916 0.410 0.44
H 2.216 -6.227 -1.452 0.48
```

***

[2]
Below is a cluster of 2 separate species, CH4ClN2P in total, with properties calculated with ωB97M-V/def2-TZVPD.

Output
DFT total energy: -25890.7351 eV
Energy relative to the best compared isomer or geometry (same formula, charge and spin): 77.6 kJ/mol
LUMO energy: 0.030 hartree
Highest occupied orbital energy: -0.3182 hartree
Multiplicity: 1
Frontier orbital gap: 9.5 eV

XYZ file:
```
9
Properties=species:S:1:pos:R:3:mulliken_charge:R:1
C 1.654 -0.760 -0.248 -0.33
N 1.734 0.150 0.577 0.51
N 1.894 0.993 1.283 -0.60
P -2.656 0.729 -0.114 0.06
Cl -2.235 -1.068 0.496 -0.16
H -1.530 1.349 0.379 0.05
H 0.737 -0.680 -0.857 0.18
H 2.480 -1.430 -0.136 0.25
H -2.079 0.717 -1.381 0.05
```

***

[3]
Below is a cluster of 3 separate species, C3H4O3 in total, with properties calculated with ωB97M-V/def2-TZVPD.

Output
DFT total energy: -9316.0679 eV
Energy relative to the best compared isomer or geometry (same formula, charge and spin): 254.0 kJ/mol
LUMO energy: 0.022 hartree
Highest occupied orbital energy: -0.3804 hartree
Multiplicity: 1
Frontier orbital gap: 11.0 eV

XYZ file:
```
10
Properties=species:S:1:pos:R:3:mulliken_charge:R:1
O -2.141 0.031 -1.631 -0.19
C -1.188 0.037 -1.015 0.14
O -0.183 -2.631 -0.809 -0.36
C 0.786 -2.280 -0.184 0.08
C 0.062 2.263 0.855 0.12
O -0.927 2.587 0.250 -0.36
H 1.514 -3.007 0.223 0.27
H 0.993 -1.210 0.015 0.03
H 0.451 1.226 0.825 0.00
H 0.633 2.984 1.471 0.27
```

***

[4]
Below is a structure of composition C47H116F12N10O15S4, with properties calculated with ωB97M-V/def2-TZVPD.

Output
DFT total energy: -172124.8807 eV
Net charge: +5
LUMO energy (spin up / spin down): -0.318 / -0.321 hartree
Highest occupied orbital energy (spin up / spin down): -0.4147 / -0.5741 hartree
Multiplicity: 2
Frontier orbital gap (spin up / spin down): 2.6 / 6.9 eV

XYZ file:
```
204
Properties=species:S:1:pos:R:3:mulliken_spin:R:1
C -18.071 12.483 0.268 0.00
N -18.843 11.183 -0.138 -0.04
C -19.234 11.386 -1.636 0.00
C -17.771 10.032 -0.092 -0.03
C -20.090 10.848 0.734 0.03
C -21.055 12.025 0.970 0.00
O -21.790 12.297 -0.143 0.00
H -17.957 12.424 1.351 0.00
H -18.739 13.299 -0.007 0.00
H -17.080 12.501 -0.184 0.00
H -18.353 11.639 -2.226 0.00
H -19.818 12.303 -1.723 0.00
H -19.796 10.547 -2.047 0.00
H -17.508 9.930 0.960 0.01
H -16.933 10.248 -0.755 0.00
H -18.167 9.058 -0.380 0.07
H -19.567 10.450 1.604 0.00
H -20.518 9.997 0.205 -0.02
H -20.581 12.922 1.367 0.00
H -21.809 11.727 1.700 0.00
H -22.414 13.015 -0.016 0.00
C -17.632 8.422 -11.586 0.00
N -17.411 7.422 -10.400 0.00
C -17.018 6.098 -11.061 0.00
C -16.247 7.909 -9.523 0.00
C -18.601 7.212 -9.458 0.00
C -19.823 6.445 -10.000 0.00
O -20.322 7.254 -11.086 0.00
H -18.132 7.933 -12.422 0.00
H -16.712 8.733 -12.080 0.00
H -18.339 9.175 -11.239 0.00
H -16.814 5.515 -10.164 0.00
H -16.068 6.235 -11.578 0.00
H -17.797 5.772 -11.750 0.00
H -16.635 8.797 -9.024 0.00
H -15.382 8.140 -10.145 0.00
H -16.088 7.166 -8.742 0.00
H -18.779 8.095 -8.844 0.00
H -18.195 6.482 -8.758 0.00
H -20.617 6.503 -9.255 0.00
H -19.698 5.378 -10.186 0.00
H -21.232 7.026 -11.289 0.00
C -24.796 10.216 -3.903 0.00
N -23.892 10.823 -2.762 0.00
C -22.403 10.849 -3.222 0.01
C -24.429 12.263 -2.598 0.00
C -24.090 10.082 -1.424 0.00
C -23.250 8.769 -1.237 0.00
O -23.494 7.810 -2.256 -0.01
H -24.552 9.168 -4.081 0.00
H -24.744 10.802 -4.821 0.00
H -25.787 10.128 -3.458 0.00
H -21.881 11.569 -2.592 0.00
H -22.554 11.269 -4.216 0.00
H -21.912 9.877 -3.260 -0.01
H -23.675 12.864 -2.089 0.00
H -25.394 12.231 -2.093 0.00
H -24.398 12.752 -3.572 0.00
H -25.151 9.838 -1.364 0.00
H -23.701 10.656 -0.583 0.00
H -23.374 8.302 -0.260 0.02
H -22.207 9.084 -1.249 0.00
H -22.655 7.412 -2.498 0.00
C -15.135 5.297 -3.413 0.01
N -14.913 6.782 -2.981 -0.03
C -15.158 6.848 -1.475 -0.02
C -13.433 7.254 -3.263 0.00
C -16.008 7.711 -3.680 -0.04
C -16.258 7.411 -5.101 0.01
O -15.164 7.491 -5.991 0.00
H -14.737 4.603 -2.672 0.00
H -14.723 5.187 -4.417 0.00
H -16.215 5.155 -3.393 -0.01
H -14.321 6.344 -0.992 0.00
H -16.206 6.571 -1.362 0.05
H -15.145 7.905 -1.206 0.00
H -13.415 8.307 -2.982 0.00
H -13.282 7.049 -4.323 0.00
H -12.804 6.590 -2.670 0.00
H -15.717 8.759 -3.611 0.00
H -16.987 7.567 -3.222 0.04
H -16.863 8.232 -5.484 0.00
H -16.789 6.471 -5.246 0.00
H -14.952 6.587 -6.237 0.00
C -26.387 4.403 1.764 0.00
N -25.534 3.422 2.541 -0.02
C -24.146 3.564 1.828 0.01
C -25.377 3.936 3.948 0.00
C -26.118 2.028 2.471 0.00
C -25.280 0.922 3.083 0.00
O -24.177 0.491 2.186 0.00
H -27.324 4.475 2.316 0.00
H -26.544 4.020 0.755 0.00
H -25.923 5.389 1.749 0.00
H -23.760 4.581 1.894 0.01
H -24.260 3.284 0.781 0.00
H -23.605 2.815 2.406 0.00
H -24.891 4.912 3.972 0.00
H -24.840 3.222 4.573 0.00
H -26.357 4.199 4.346 0.00
H -26.402 1.823 1.439 0.00
H -27.074 2.225 2.956 0.00
H -25.950 0.071 3.212 0.00
H -24.954 1.134 4.101 0.00
H -23.405 0.796 2.668 0.00
C -26.389 4.583 -5.643 0.00
N -25.587 5.390 -4.601 0.00
C -24.755 4.422 -3.818 -0.02
C -24.554 6.235 -5.363 0.01
C -26.581 6.262 -3.747 -0.01
C -27.961 5.701 -3.393 0.00
O -27.839 4.430 -2.830 0.00
H -27.013 5.324 -6.142 0.00
H -27.009 3.851 -5.127 0.00
H -25.778 4.019 -6.349 0.00
H -24.161 3.852 -4.533 0.00
H -25.399 3.859 -3.142 -0.01
H -24.012 4.939 -3.210 0.03
H -25.171 6.741 -6.107 0.00
H -23.816 5.627 -5.886 -0.01
H -24.004 6.795 -4.607 0.01
H -26.811 7.108 -4.395 0.00
H -26.031 6.720 -2.925 0.01
H -28.581 5.701 -4.290 0.00
H -28.388 6.420 -2.693 0.00
H -28.657 4.230 -2.369 0.00
C -22.014 0.221 -9.505 0.00
N -21.245 1.446 -8.836 0.00
C -19.792 1.029 -9.001 0.00
C -21.373 2.735 -9.635 0.00
C -21.582 1.611 -7.324 0.00
C -23.037 1.495 -6.997 0.00
O -23.817 2.570 -7.545 0.00
H -21.554 -0.105 -10.437 0.00
H -23.068 0.429 -9.689 0.00
H -21.881 -0.604 -8.804 0.00
H -19.557 0.917 -10.059 0.00
H -19.598 0.047 -8.569 0.00
H -19.103 1.752 -8.565 0.00
H -22.355 3.154 -9.416 0.00
H -21.236 2.522 -10.695 0.00
H -20.646 3.460 -9.269 0.00
H -21.232 2.582 -6.976 0.00
H -21.034 0.836 -6.788 0.00
H -23.084 1.554 -5.910 0.00
H -23.394 0.476 -7.150 0.00
H -24.720 2.245 -7.532 0.00
C -15.224 6.807 7.234 0.00
C -15.307 6.854 5.704 0.00
C -16.493 7.729 5.176 0.00
N -17.530 6.920 4.351 0.00
C -18.393 5.917 5.228 0.00
C -16.822 6.204 3.202 0.01
C -17.745 6.199 1.920 -0.04
C -19.004 6.979 2.407 -0.05
C -18.562 7.840 3.598 0.00
H -16.118 6.436 7.735 0.00
H -15.101 7.807 7.650 0.00
H -14.327 6.308 7.602 0.00
H -15.260 5.857 5.266 0.00
H -14.406 7.351 5.345 0.00
H -16.043 8.548 4.615 0.00
H -17.204 8.056 5.935 0.00
H -18.789 5.211 4.497 0.00
H -19.270 6.477 5.554 0.00
H -17.810 5.384 5.978 0.00
H -16.560 5.215 3.578 0.00
H -15.891 6.739 3.014 0.00
H -17.981 5.187 1.591 -0.01
H -17.188 6.633 1.089 0.03
H -19.811 6.309 2.704 0.01
H -19.507 7.483 1.582 0.03
H -19.415 8.192 4.178 0.00
H -17.973 8.656 3.180 0.00
C -21.382 -3.181 -4.618 0.00
F -21.002 -3.025 -3.364 0.00
F -21.035 -4.363 -5.090 0.00
F -22.718 -2.933 -4.671 0.00
S -20.406 -1.795 -5.638 0.00
O -19.029 -2.241 -5.724 0.00
O -21.023 -1.775 -6.943 0.00
N -20.795 -0.417 -4.613 0.00
S -19.424 0.197 -4.444 0.00
O -18.435 -0.527 -3.571 0.00
O -18.881 0.675 -5.738 0.00
C -20.092 1.710 -3.508 0.00
F -20.481 1.324 -2.242 0.00
F -19.060 2.578 -3.296 0.00
F -20.982 2.324 -4.204 0.00
C -21.085 5.103 -0.879 0.30
F -22.309 5.548 -0.537 -0.05
F -20.378 4.848 0.241 -0.02
F -21.138 4.044 -1.654 -0.03
S -20.174 6.524 -1.833 0.58
O -20.229 7.617 -0.922 -0.11
O -18.805 6.086 -2.070 -0.03
N -21.206 6.745 -3.245 0.13
S -20.507 7.274 -4.391 0.10
O -21.366 7.955 -5.280 0.05
O -19.326 8.069 -4.089 0.00
C -19.764 5.778 -5.360 -0.01
F -18.757 5.088 -4.678 0.00
F -20.656 4.847 -5.662 0.00
F -19.353 6.264 -6.518 0.00
```